(1)
Below is C7H28N14O7 as an isolated structure, with properties calculated with wB97M-V/def2-TZVPD.

Properties
frontier orbital gap	0.299	Ha
HOMO energy	-8.00	eV
molecular weight	420.4	g mol⁻¹
LUMO level	0.005	hartree
net charge	0

Geometry as XYZ:
```
56
Properties=species:S:1:pos:R:3:nbo_charge:R:1
C 0.72 0.36 3.09 0.784
O 0.38 1.29 3.81 -0.655
N 1.83 0.40 2.30 -0.830
N -0.04 -0.79 2.98 -0.820
H 2.46 1.17 2.44 0.437
H 2.19 -0.39 1.80 0.406
H -0.78 -0.76 3.66 0.410
H 0.29 -1.62 2.54 0.412
C -0.84 2.77 2.90 0.748
O -1.63 3.66 2.60 -0.707
N -1.08 1.44 2.70 -0.887
N 0.37 3.03 3.50 -0.883
H -1.90 1.10 2.22 0.409
H -0.60 0.76 3.26 0.379
H 0.50 3.91 3.97 0.365
H 0.97 2.27 3.77 0.433
C 0.54 0.20 -1.08 0.787
O 0.21 -0.46 -2.08 -0.756
N 1.87 0.34 -0.76 -0.901
N -0.30 0.81 -0.22 -0.826
H 2.13 0.94 0.02 0.429
H 2.48 -0.26 -1.28 0.403
H -0.09 1.40 0.57 0.428
H -1.27 0.82 -0.52 0.426
C 4.60 1.96 0.50 0.787
O 3.49 2.23 0.93 -0.697
N 5.75 2.06 1.21 -0.830
N 4.70 1.45 -0.77 -0.864
H 6.66 1.94 0.82 0.398
H 5.70 2.36 2.17 0.409
H 3.79 1.17 -1.09 0.408
H 5.48 1.45 -1.40 0.404
C -3.62 1.45 -0.32 0.773
O -3.17 0.70 0.55 -0.716
N -4.33 1.01 -1.41 -0.855
N -3.37 2.80 -0.26 -0.866
H -4.37 1.66 -2.18 0.373
H -4.43 0.01 -1.56 0.450
H -3.65 3.43 -0.99 0.385
H -3.03 3.11 0.63 0.439
C -3.85 -2.64 -2.58 0.792
O -4.40 -1.68 -2.05 -0.694
N -2.48 -2.66 -2.74 -0.858
N -4.46 -3.82 -2.89 -0.838
H -2.07 -1.74 -2.63 0.425
H -1.93 -3.47 -2.97 0.399
H -5.45 -3.92 -2.82 0.409
H -3.93 -4.57 -3.29 0.388
C 1.57 -3.76 -2.12 0.774
O 2.19 -4.81 -2.14 -0.659
N 1.25 -3.08 -0.97 -0.875
N 1.06 -3.16 -3.25 -0.875
H 1.22 -3.69 -0.17 0.392
H 0.61 -2.30 -1.03 0.407
H 1.32 -3.64 -4.09 0.398
H 0.76 -2.20 -3.28 0.425
```



(2)
Below is a 7-piece molecular cluster, C7H28N14O7 overall, with properties calculated with wB97M-V/def2-TZVPD.

Properties
frontier orbital gap	0.311	Ha
HOMO energy	-8.58	eV
molecular weight	420.4	g mol⁻¹
SMILES	NC(N)=O.NC(N)=O.NC(N)=O.NC(N)=O.NC(N)=O.NC(N)=O.NC(N)=O
LUMO level	-0.004	hartree
net charge	0

Geometry as XYZ:
```
56
Properties=species:S:1:pos:R:3:nbo_charge:R:1
N -1.54 -2.21 -4.45 -0.840
C -1.76 -3.42 -4.01 0.752
N -2.71 -3.95 -4.73 -0.839
O -1.06 -3.80 -3.05 -0.684
H -0.98 -1.60 -3.88 0.430
H -1.97 -1.86 -5.30 0.358
H -3.22 -4.70 -4.28 0.408
H -2.92 -3.62 -5.66 0.395
N 1.79 5.76 0.93 -0.792
C 0.86 4.90 0.65 0.764
N -0.33 5.41 0.73 -0.863
O 1.02 3.80 0.21 -0.684
H 2.76 5.66 0.68 0.417
H 1.35 6.66 1.07 0.403
H -1.12 4.85 0.42 0.391
H -0.66 5.43 1.68 0.384
N 1.78 0.93 -3.40 -0.838
C 0.57 0.55 -3.86 0.770
N 0.37 0.94 -5.03 -0.783
O -0.34 0.01 -3.28 -0.723
H 2.23 1.66 -3.93 0.398
H 1.76 0.71 -2.41 0.420
H -0.58 0.89 -5.36 0.410
H 1.01 1.66 -5.36 0.377
N -2.64 0.13 2.19 -0.794
C -3.48 -0.67 2.70 0.744
N -4.63 -0.06 2.96 -0.832
O -3.30 -1.88 2.84 -0.677
H -1.83 -0.24 1.71 0.424
H -2.98 1.07 2.07 0.367
H -5.51 -0.46 3.26 0.410
H -4.66 0.93 2.75 0.358
N 2.06 1.52 4.06 -0.832
C 1.17 2.44 4.17 0.742
N 0.62 2.69 3.05 -0.809
O 0.90 3.09 5.19 -0.711
H 2.14 0.85 3.30 0.421
H 2.88 1.47 4.64 0.393
H -0.09 3.39 2.91 0.367
H 0.81 2.21 2.19 0.412
N 2.57 -4.24 1.00 -0.830
C 2.21 -5.03 1.95 0.734
N 2.10 -6.25 1.60 -0.795
O 2.07 -4.64 3.09 -0.674
H 2.82 -4.56 0.07 0.378
H 2.87 -3.32 1.29 0.411
H 2.58 -6.43 0.73 0.367
H 2.13 -6.95 2.32 0.409
N 0.01 1.09 -0.18 -0.836
C 0.53 0.09 0.42 0.755
N 0.34 -1.04 -0.22 -0.838
O 1.15 0.24 1.53 -0.751
H -0.24 0.84 -1.13 0.393
H 0.30 2.02 0.09 0.433
H 0.15 -1.08 -1.21 0.415
H 0.63 -1.89 0.26 0.417
```



Unit: hartree. Relative energies: (1) 0.1543; (2) 0.0000.



(1)
Below is a 12-piece molecular cluster, BH26O11 overall, with properties calculated with wB97M-V/def2-TZVPD.

Properties
frontier orbital gap	0.351	Ha
HOMO energy	-6.93	eV
molecular weight	213.0	g mol⁻¹
LUMO level	0.096	hartree
net charge	-1

Geometry as XYZ:
```
38
Properties=species:S:1:pos:R:3:nbo_charge:R:1
B 31.49 38.49 26.74 -0.801
H 32.43 38.09 27.48 -0.057
H 31.93 39.05 25.84 -0.043
H 30.75 37.51 26.36 -0.040
H 30.81 39.16 27.51 -0.055
O 35.82 37.21 28.56 -0.965
H 35.08 36.83 28.05 0.489
H 36.58 37.52 27.96 0.476
O 30.66 39.42 23.06 -0.977
H 31.08 39.02 23.85 0.503
H 30.88 40.37 22.98 0.474
O 33.48 36.88 24.18 -0.961
H 33.03 37.17 25.13 0.498
H 32.77 36.42 23.78 0.462
O 31.98 41.98 26.45 -0.921
H 31.14 42.00 26.36 0.452
H 31.85 41.12 26.77 0.492
O 33.82 41.26 24.52 -0.966
H 33.15 41.47 25.19 0.488
H 34.65 41.41 25.04 0.453
O 32.06 35.00 27.61 -0.942
H 32.13 35.88 27.26 0.492
H 32.78 34.59 27.28 0.453
O 27.46 36.35 26.09 -0.992
H 27.93 37.09 25.55 0.509
H 26.46 36.60 26.45 0.503
O 29.68 36.99 29.40 -0.957
H 29.11 37.75 29.64 0.464
H 30.06 37.45 28.61 0.490
O 31.56 39.70 30.69 -0.979
H 32.00 39.04 29.96 0.512
H 32.00 39.46 31.50 0.468
O 28.85 40.14 29.33 -0.935
H 29.38 40.06 30.10 0.481
H 29.36 40.50 28.75 0.455
O 29.45 34.34 26.00 -1.021
H 30.21 34.58 26.58 0.493
H 28.75 35.15 25.95 0.501
```



(2)
Below is a 12-piece molecular cluster, BH26O11 overall, with properties calculated with wB97M-V/def2-TZVPD.

Properties
frontier orbital gap	0.310	Ha
HOMO energy	-6.08	eV
molecular weight	213.0	g mol⁻¹
LUMO level	0.087	hartree
net charge	-1

Geometry as XYZ:
```
38
Properties=species:S:1:pos:R:3:nbo_charge:R:1
B -0.23 -0.13 -0.03 -0.736
H -0.45 -1.36 -0.23 -0.019
H -0.45 0.35 -1.07 -0.033
H -0.88 0.29 0.88 -0.067
H 1.08 -0.29 0.18 -0.134
O 3.64 -1.22 2.41 -0.919
H 2.79 -1.29 2.14 0.467
H 3.80 -0.32 2.17 0.448
O -3.12 -2.50 -0.59 -0.946
H -2.25 -2.72 -0.83 0.489
H -3.60 -3.35 -0.48 0.453
O -0.68 -3.73 -1.66 -0.947
H 0.40 -3.74 -1.55 0.484
H -0.60 -3.27 -2.54 0.469
O -2.80 2.54 -2.56 -0.953
H -2.72 3.18 -3.29 0.465
H -1.97 2.03 -2.65 0.490
O 2.71 -1.81 -2.05 -0.993
H 1.86 -1.38 -1.66 0.513
H 3.52 -1.32 -1.78 0.480
O 3.15 2.14 -1.22 -0.969
H 3.65 2.90 -1.29 0.471
H 2.91 1.84 -0.24 0.498
O 0.84 -2.31 2.55 -0.966
H 0.96 -1.53 1.83 0.494
H 0.56 -1.72 3.34 0.468
O -2.53 -1.79 2.57 -0.979
H -2.05 -1.06 2.10 0.501
H -2.07 -2.64 2.49 0.478
O 0.36 3.62 -1.44 -0.967
H 0.07 3.36 -0.47 0.493
H 0.92 2.91 -1.62 0.473
O 0.57 2.78 2.01 -0.968
H 0.65 1.75 1.68 0.509
H 1.31 2.95 2.53 0.455
O -3.19 2.54 0.36 -0.957
H -3.45 2.59 -0.48 0.472
H -2.71 1.72 0.51 0.483
```



Unit: hartree. Relative energies: (1) 0.0103; (2) 0.0000.